The following is a DFT calculation (wB97M-V/def2-TZVPD) of an isolated molecule of C23H26N4O4.

The geometry in XYZ format:
```
57
Properties=species:S:1:pos:R:3:forces:R:3
C -6.07920 -3.45869 -0.73782 5.44 1.21 -1.85
C -5.91367 -1.98460 -0.61258 -4.19 1.24 1.00
C -7.21139 -1.28063 -0.80771 2.69 0.58 -2.28
C -7.10344 0.12001 -0.67585 -2.14 0.00 -1.81
C -5.90598 0.58058 -0.28698 0.19 6.86 3.01
C -4.77843 -0.07298 0.17542 -0.64 6.25 -0.20
N -3.79320 0.73647 0.86872 -7.01 -7.85 4.43
C -3.06190 -0.17977 1.65138 4.55 0.01 -0.79
C -1.72910 -0.90597 1.14959 -3.00 -1.94 -5.31
N -0.95950 -0.02828 0.29307 -0.72 -2.08 5.17
C 0.33672 -0.12014 0.50410 5.05 1.95 -3.86
C 1.11084 -1.47535 0.63769 -3.74 5.68 0.04
C 2.39484 -1.49496 0.50547 0.05 13.19 -4.17
C 3.30788 -0.23701 -0.01853 -4.79 -2.94 3.55
N 4.69830 -0.46061 -0.16718 -2.15 -0.70 -1.33
C 5.38422 -0.98897 0.95922 -1.50 4.58 -1.47
O 4.89063 -0.77671 2.00898 -1.97 -1.37 3.19
C 6.77991 -0.98376 0.85120 6.61 -1.83 -0.75
C 7.22585 -1.42000 -0.60799 -0.58 2.46 -1.54
C 6.57903 -0.27473 -1.69588 -3.44 -11.91 -1.54
C 5.04357 -0.31244 -1.58173 12.26 -2.60 11.94
O 4.33667 -0.01156 -2.33163 -10.39 3.60 -11.13
C 2.57253 0.93088 0.01315 4.25 2.16 -4.28
C 1.18424 1.02497 0.00610 -2.88 -1.93 3.76
N 0.64341 2.47263 0.31824 11.69 -4.81 -9.21
O -0.19398 2.73600 0.94251 -12.00 2.22 9.23
O 1.31458 3.27812 -0.27768 1.44 1.87 -1.25
C -1.87587 0.82251 -0.28485 9.99 -4.86 -12.68
C -2.91570 1.37230 0.22471 -0.31 14.21 0.70
C -3.38652 2.39662 -0.79252 -7.15 -1.00 1.48
C -4.77851 -1.32146 -0.05707 0.09 -10.17 -0.22
H -5.09511 -3.89208 -1.16435 -1.80 0.30 0.11
H -6.92599 -3.62764 -1.25195 -2.48 -0.75 -2.85
H -6.27606 -4.03182 0.06353 -0.19 -1.36 3.82
H -8.02430 -1.55488 -1.55686 0.96 -0.71 1.69
H -7.93573 0.86948 -1.07875 1.81 -1.81 1.31
H -5.87915 1.76239 0.08942 -0.11 -3.00 -1.52
H -2.54232 0.21034 2.41605 1.02 3.21 3.17
H -3.42331 -0.94741 2.12955 -3.82 -3.86 2.02
H -2.05918 -1.72586 0.36794 0.42 0.83 1.54
H -1.14351 -1.41006 1.86012 0.35 -0.14 1.49
H 0.58230 -2.26858 0.99124 -1.37 -2.31 0.78
H 2.78864 -2.27189 0.66673 6.15 -10.89 2.09
H 7.23733 -1.63042 1.74928 -0.89 1.25 -2.18
H 7.29398 0.07077 0.96680 -1.65 -1.79 0.09
H 8.31456 -1.21553 -0.78194 -0.88 -1.01 0.38
H 6.82058 -2.37407 -1.03967 0.82 0.54 1.01
H 6.73144 -0.78022 -2.70879 0.53 1.50 1.09
H 6.95396 0.54545 -1.47560 3.38 7.85 1.34
H 3.17740 1.93316 -0.58999 -1.89 -2.85 2.53
H -2.29700 0.00446 -1.20569 0.40 1.81 1.75
H -1.23825 1.49667 -1.04264 -1.51 -1.11 1.88
H -2.51252 2.16758 0.92536 0.10 -0.68 0.35
H -2.70122 2.99727 -1.17323 3.45 2.20 -1.70
H -3.90975 1.77176 -1.54136 0.23 0.82 -0.37
H -4.23492 3.18618 -0.37507 2.02 -2.28 -0.72
H -4.06577 -2.16083 0.34198 -0.74 2.15 -0.93
```
Positions in Å, forces in eV/Å.

Values from the calculation:
* multiplicity: 1
* energy above the lowest of the compared OMol25 structures with the same formula, charge and spin: 516.0 kcal per mole
* gap between HOMO and LUMO: 0.283 Eh
* SMILES: Cc1cccc(N2CCN(c3ccc(N4C(=O)CCCC4=O)cc3[N+](=O)[O-])C[C@H]2C)c1
* E_HOMO: -7.4 eV


The following is a DFT calculation (wB97M-V/def2-TZVPD) of an isolated molecule of C23H26N4O4.

The geometry in XYZ format:
```
57
Properties=species:S:1:pos:R:3:forces:R:3
C 0.40492 4.33345 0.99992 0.15 0.10 0.14
C -0.84724 3.97287 0.79241 -0.10 0.10 -0.16
C -1.49712 3.89781 -0.55692 -0.01 -0.06 0.12
C -1.99296 2.49906 -0.81727 0.09 -0.05 -0.26
C -1.23236 1.60148 -1.54387 -0.10 0.20 0.04
C -1.68501 0.30916 -1.75187 -0.28 -0.21 -0.04
C -2.89431 -0.11144 -1.22745 -0.10 0.06 -0.01
O -3.41335 -1.36825 -1.45147 -0.11 0.51 -0.05
C -2.59581 -2.46062 -1.10371 0.26 -0.21 0.57
C -2.52255 -2.66692 0.41685 -0.36 -0.41 -0.60
O -1.92481 -1.58249 1.09970 0.22 0.06 0.24
C -0.64934 -1.18417 0.87662 0.29 0.32 0.12
C -0.39242 0.13216 1.26032 -0.12 -0.44 -0.01
C 0.84720 0.70690 1.10962 0.42 -0.19 -0.12
C 1.88586 -0.03834 0.55525 -0.84 -0.39 0.12
C 3.18669 0.55256 0.37460 0.94 0.39 -0.13
N 4.15617 -0.12351 -0.10728 -0.96 -0.60 0.09
N 5.37723 0.42477 -0.27778 0.97 0.57 -0.09
C 6.45213 -0.28170 -0.74759 -0.37 0.04 0.11
N 7.49734 0.47841 -0.81715 0.51 -0.83 -0.36
N 7.14201 1.70864 -0.39842 0.02 1.00 0.27
C 5.88768 1.68194 -0.07648 -0.31 -0.07 0.06
C 1.64922 -1.36724 0.18990 0.02 0.13 -0.04
C 0.41121 -1.96029 0.35196 -0.18 0.01 0.04
O 0.13860 -3.26026 0.01978 -0.20 0.34 0.19
C 1.17411 -4.10671 -0.44463 0.33 -0.31 -0.01
C 2.08295 -4.59935 0.67657 -0.29 0.23 -0.18
C -3.67532 0.79192 -0.48130 0.05 -0.26 -0.08
O -4.84690 0.30154 0.00419 0.30 -0.18 -0.22
C -5.67704 1.15918 0.74444 -0.13 0.17 0.14
C -3.21256 2.08500 -0.29119 -0.16 -0.09 0.08
H 0.83040 4.37985 1.98889 0.03 -0.03 0.21
H 1.05532 4.61576 0.18769 0.09 0.05 -0.23
H -1.48046 3.69227 1.62409 -0.04 -0.03 0.19
H -0.78301 4.19211 -1.32688 -0.04 0.06 -0.02
H -2.34088 4.59344 -0.58006 0.03 0.02 -0.09
H -0.28316 1.90609 -1.95773 0.12 0.05 -0.05
H -1.08823 -0.37467 -2.33722 0.02 -0.11 -0.05
H -1.58542 -2.35453 -1.51287 -0.11 -0.05 -0.02
H -3.06998 -3.33698 -1.55174 0.12 0.01 0.05
H -3.53868 -2.69342 0.81908 0.11 -0.04 -0.09
H -2.01198 -3.60960 0.63162 -0.13 0.14 0.00
H -1.21704 0.69343 1.66812 -0.16 0.08 0.01
H 1.00336 1.73394 1.40096 0.02 0.10 0.01
H 3.28135 1.59868 0.67680 0.10 -0.03 -0.04
H 6.40152 -1.31731 -1.00908 -0.10 -0.25 -0.04
H 5.33437 2.52141 0.28800 -0.18 0.14 0.08
H 2.48227 -1.91171 -0.22129 0.03 -0.16 -0.04
H 1.75314 -3.61363 -1.23409 -0.10 -0.03 0.02
H 0.64102 -4.95303 -0.88786 0.13 0.13 -0.02
H 2.60568 -3.77216 1.14968 0.09 0.02 0.05
H 1.49177 -5.10974 1.43287 -0.03 -0.06 0.06
H 2.81380 -5.29418 0.27257 0.11 -0.08 -0.02
H -6.54783 0.56415 1.01552 0.04 0.08 0.00
H -6.00080 2.02076 0.15088 0.03 -0.02 0.03
H -5.18369 1.51106 1.65708 -0.01 0.00 -0.04
H -3.79704 2.79245 0.27718 -0.12 0.06 0.06
```
Positions in Å, forces in eV/Å.

Values from the calculation:
* multiplicity: 1
* energy above the lowest of the compared OMol25 structures with the same formula, charge and spin: 144.8 kcal per mole
* gap between HOMO and LUMO: 0.295 Eh
* SMILES: C=CCc1ccc(OCCOc2ccc(/C=N/n3cnnc3)cc2OCC)c(OC)c1
* E_HOMO: -8.1 eV


The following is a DFT calculation (wB97M-V/def2-TZVPD) of an isolated molecule of C23H26N4OS.

The geometry in XYZ format:
```
55
Properties=species:S:1:pos:R:3:forces:R:3
C 6.51979 -0.30644 0.41455 -0.04 0.02 0.00
C 5.07892 -0.12211 0.05051 -0.09 -0.10 -0.04
C 4.33205 -1.19271 -0.42172 0.10 0.09 -0.01
C 3.00111 -1.04866 -0.76592 -0.15 0.07 0.00
C 2.38953 0.18992 -0.62876 0.16 -0.10 0.04
C 0.98166 0.37245 -1.00944 0.01 -0.12 -0.82
C 0.50408 0.24236 -2.25740 -0.12 0.10 0.26
S -1.18575 0.63652 -2.34814 0.01 0.11 0.51
C -1.22144 0.96282 -0.58902 -0.47 0.16 -0.83
N -2.18018 1.30704 0.17255 0.21 -0.02 0.61
C -3.48508 1.56902 -0.14671 -0.37 0.08 -0.34
C -4.01961 1.76565 -1.42551 0.15 -0.07 0.22
C -5.37338 2.01841 -1.55030 -0.15 0.01 0.10
C -6.15804 2.06676 -0.40858 -0.15 0.07 -0.39
N -5.66585 1.89934 0.81026 -0.26 0.01 0.33
C -4.37769 1.66682 0.93350 0.17 -0.02 -0.12
N 0.02788 0.76480 -0.09100 0.30 0.06 -0.06
C 0.26129 0.76068 1.33521 0.18 -0.13 0.66
C 0.34911 -0.65652 1.90919 -0.15 0.13 -0.13
C -0.99838 -1.37171 2.01866 0.39 -0.11 0.12
N -1.59596 -1.73594 0.75154 -0.23 0.20 0.16
C -3.03950 -1.80445 0.65041 -0.31 -0.04 0.05
C -3.28976 -2.03486 -0.84023 -0.01 -0.07 0.02
C -2.01593 -2.73380 -1.30631 -0.06 0.03 -0.03
C -0.96564 -2.33178 -0.28146 -0.25 -0.08 -0.39
O 0.22942 -2.52306 -0.38403 0.46 -0.23 0.01
C 3.13302 1.27006 -0.16506 0.07 -0.11 -0.02
C 4.46886 1.13020 0.17664 -0.12 0.02 -0.01
C 5.24518 2.31212 0.67152 0.01 -0.05 -0.02
H 7.15510 0.33301 -0.19785 0.12 0.03 0.00
H 6.69049 -0.03951 1.45710 0.10 0.01 0.07
H 6.82461 -1.33919 0.26721 0.06 -0.04 0.01
H 4.80185 -2.16053 -0.52200 0.06 -0.10 0.00
H 2.42149 -1.89030 -1.10952 -0.10 -0.09 -0.02
H 1.03630 -0.03286 -3.14308 0.26 -0.05 -0.12
H -3.38963 1.73877 -2.30186 -0.04 0.04 -0.05
H -5.81205 2.17675 -2.52426 -0.06 0.01 -0.06
H -7.22213 2.25318 -0.46280 -0.08 0.02 -0.11
H -4.00726 1.54621 1.94383 0.19 -0.03 0.04
H 1.20100 1.28129 1.53412 -0.17 0.01 -0.01
H -0.56526 1.31065 1.79018 0.20 0.01 -0.05
H 1.02522 -1.25546 1.29879 0.03 0.04 0.18
H 0.76549 -0.58611 2.91551 0.01 0.01 0.04
H -0.86040 -2.27736 2.62689 -0.07 0.09 0.00
H -1.71338 -0.72083 2.53009 0.03 -0.08 0.00
H -3.41965 -2.63895 1.25633 -0.03 0.06 -0.01
H -3.49168 -0.87893 1.01216 0.03 -0.09 0.02
H -3.40283 -1.07661 -1.34871 -0.02 -0.01 0.03
H -4.18717 -2.62361 -1.01805 -0.04 0.04 0.00
H -2.11000 -3.82144 -1.27576 0.04 -0.03 0.01
H -1.70436 -2.45183 -2.31056 0.09 -0.04 0.05
H 2.66691 2.24380 -0.08972 -0.05 0.09 0.02
H 6.10139 2.50575 0.02630 0.10 0.08 0.01
H 5.62447 2.12871 1.67653 0.07 0.06 0.07
H 4.62177 3.20243 0.69423 0.00 0.07 0.02
```
Positions in Å, forces in eV/Å.

Values from the calculation:
* multiplicity: 1
* energy above the lowest of the compared OMol25 structures with the same formula, charge and spin: 4.5 kcal per mole
* gap between HOMO and LUMO: 0.294 Eh
* SMILES: Cc1ccc(-c2cs/c(=N\c3cccnc3)n2CCCN2CCCC2=O)cc1C
* E_HOMO: -7.4 eV